(1)
Here is a structure of composition C38H33MoN2O5PS2 at a distorted geometry from OMol25. Energies are from wB97M-V/def2-TZVPD.

XYZ file:
```
82
Properties=species:S:1:pos:R:3:forces:R:3:lowdin_charge:R:1
Mo 0.792957 -0.684150 -0.541552 0.81 0.10 0.68 1.61
O 1.968028 0.741935 1.038489 -0.02 -0.22 -0.20 -0.40
S 1.520199 -0.082840 2.178710 -0.25 -0.11 -0.09 0.66
O 2.421923 -0.986467 2.812194 0.01 0.04 -0.08 -0.23
N 0.336899 -0.903064 1.356795 -0.13 -0.40 0.08 -0.28
C -0.428225 -2.040376 1.724252 0.18 0.28 -0.23 -0.23
C -0.717662 -2.497210 2.973589 -0.13 -0.06 0.23 0.03
C -1.537095 -3.643744 3.134970 0.08 0.12 -0.01 -0.02
C -2.052855 -4.298711 2.056918 0.00 0.01 -0.08 0.01
C -1.748517 -3.851197 0.743651 -0.10 -0.13 0.05 -0.13
C -2.211442 -4.483635 -0.429713 -0.06 -0.08 0.06 0.05
C -1.840063 -4.013459 -1.660932 0.05 0.07 -0.08 0.00
C -0.992854 -2.905240 -1.740451 -0.06 -0.04 0.01 -0.06
N -0.550022 -2.279655 -0.658999 0.03 -0.14 0.25 -0.04
C -0.923867 -2.734218 0.590877 0.04 0.15 -0.14 -0.15
C 0.787367 0.948152 3.356622 -0.11 0.24 0.08 -0.30
C 0.746956 0.517173 4.679910 -0.02 0.11 -0.02 -0.05
C 0.128633 1.330409 5.615296 0.00 0.00 0.00 -0.04
C -0.423102 2.544405 5.224332 -0.01 0.01 0.02 -0.03
C -0.355146 2.968119 3.901859 0.01 0.00 0.00 -0.04
C 0.256522 2.171564 2.949121 -0.01 -0.09 0.12 -0.05
H -0.333731 -1.989447 3.848178 0.00 0.00 -0.01 0.11
H -1.755835 -3.993714 4.134148 0.01 0.02 0.01 0.12
H -2.684224 -5.168024 2.184745 0.00 0.00 -0.01 0.13
H -2.856984 -5.349527 -0.345284 0.01 0.00 0.01 0.14
H -2.173636 -4.486521 -2.572853 0.00 0.00 0.00 0.13
H -0.660467 -2.521186 -2.695929 0.02 0.01 -0.01 0.13
H 1.219048 -0.411719 4.969612 0.00 -0.02 -0.01 0.12
H 0.090887 1.025144 6.651882 0.00 0.00 0.00 0.12
H -0.896635 3.176796 5.963690 0.00 0.00 0.00 0.12
H -0.764836 3.927240 3.615042 0.00 0.00 0.01 0.11
H 0.342424 2.497480 1.920882 0.02 -0.01 0.01 0.09
O 1.503713 -0.753434 -4.601326 0.11 0.11 -0.18 0.14
C 0.862486 -0.260612 -3.720737 -0.21 -0.41 0.61 -0.52
O 1.149990 -0.534624 -2.432512 -0.02 0.40 -0.43 -0.32
C -0.329781 0.625477 -3.939066 0.10 0.03 -0.01 -0.12
C -0.583050 0.928308 -5.273880 -0.03 0.04 -0.06 0.01
C -1.621708 1.770075 -5.631904 0.00 -0.01 -0.02 -0.02
C -2.419817 2.333065 -4.649456 -0.02 0.01 0.03 -0.03
C -2.180543 2.039208 -3.316963 -0.04 0.00 -0.01 -0.08
C -1.153019 1.173218 -2.940519 0.01 0.06 0.04 -0.27
P -0.951681 0.981886 -1.140190 -0.08 0.23 -0.33 1.04
C -2.536068 0.502342 -0.426967 -0.05 -0.11 0.07 -0.37
C -2.661957 0.551201 0.965093 -0.04 0.00 0.02 -0.11
C -3.818415 0.096878 1.575728 0.00 -0.02 -0.04 -0.05
C -4.849712 -0.428514 0.805031 0.00 0.00 0.02 -0.05
C -4.722028 -0.497406 -0.573742 0.04 0.00 -0.01 -0.05
C -3.567152 -0.035910 -1.193317 0.02 -0.06 0.01 -0.08
C -0.536958 2.638618 -0.551961 -0.17 -0.04 0.09 -0.37
C -1.486123 3.438464 0.079541 0.00 0.10 -0.01 -0.09
C -1.139788 4.716539 0.497970 0.00 -0.04 -0.02 -0.06
C 0.147315 5.190694 0.288976 0.04 0.00 -0.01 -0.05
C 1.094545 4.395007 -0.347517 -0.06 0.02 0.03 -0.05
C 0.753271 3.120878 -0.768511 0.06 -0.02 -0.01 -0.10
H 0.063333 0.495696 -6.024842 0.00 0.00 0.01 0.13
H -1.799918 1.997038 -6.674131 0.01 -0.01 0.00 0.12
H -3.224047 3.005854 -4.915201 0.00 0.00 0.01 0.12
H -2.803416 2.501471 -2.560015 0.00 -0.02 0.02 0.12
H -1.864761 0.960451 1.575813 0.02 -0.01 0.00 0.09
H -3.917144 0.154072 2.651839 0.00 0.00 0.00 0.12
H -5.755331 -0.780128 1.281252 0.00 0.00 0.00 0.12
H -5.524415 -0.904683 -1.174201 0.00 0.00 0.00 0.12
H -3.478489 -0.100442 -2.269449 0.01 0.04 -0.03 0.11
H -2.491077 3.072149 0.246145 0.01 0.03 -0.01 0.11
H -1.879484 5.342926 0.978932 0.00 0.00 0.00 0.12
H 0.413554 6.187557 0.614523 0.01 0.00 0.00 0.12
H 2.094705 4.770436 -0.515408 0.00 0.00 0.00 0.12
H 1.498716 2.510641 -1.269048 -0.02 -0.02 0.00 0.11
O 2.618245 -1.668322 -0.297546 0.18 0.22 -0.51 -0.66
S 3.833526 -0.789371 -0.804001 -0.31 -0.19 0.06 1.05
C 5.125897 -1.078902 0.422356 -0.02 -0.09 0.03 -0.29
C 6.341869 -1.531502 -0.382234 -0.01 0.02 0.01 -0.21
C 5.805047 -2.495133 -1.438441 -0.03 0.00 -0.02 -0.20
C 4.622785 -1.781066 -2.093523 -0.01 -0.10 0.03 -0.28
H 4.718623 -1.873356 1.051906 0.04 0.02 0.02 0.11
H 5.256865 -0.176120 1.013861 0.01 0.01 -0.02 0.10
H 7.076821 -1.988693 0.278090 -0.01 -0.04 -0.01 0.13
H 6.822425 -0.675346 -0.860838 0.01 0.00 0.02 0.13
H 5.469232 -3.422366 -0.972142 0.01 0.00 0.02 0.13
H 6.556343 -2.749118 -2.183700 0.00 0.00 0.00 0.13
H 3.837171 -2.421003 -2.493195 0.03 -0.01 -0.05 0.11
H 4.924739 -1.078374 -2.870586 0.03 0.02 0.02 0.11
```
Forces are in eV/Å.

As for the energy above the lowest of the compared OMol25 structures with the same formula, charge and spin: 0.00 kJ/mol. The charge is +2. For the HOMO-LUMO gap (spin up / spin down), the calculation gives 6.940 / 7.300 eV. Its electronic energy is -85962.826 eV. The multiplicity is 3.

***

(2)
Here is a structure of composition C30H33N3O3PS3ScSe2 at a distorted geometry from OMol25. Energies are from wB97M-V/def2-TZVPD.

XYZ file:
```
76
Properties=species:S:1:pos:R:3:forces:R:3:lowdin_charge:R:1
Sc 0.367060 -0.554296 0.284971 -0.45 0.55 1.37 0.60
O 1.798514 -1.735758 -0.545521 0.38 -0.39 -0.35 -0.44
S 1.714721 -1.156553 -1.950281 -0.01 0.05 -0.18 0.59
O 1.503730 -2.112766 -2.974075 0.03 0.03 0.01 -0.20
O 0.628479 -0.134593 -1.752153 0.10 -0.03 -0.33 -0.41
C 3.209955 -0.284017 -2.168463 0.03 0.00 -0.02 -0.28
C 4.078577 -0.737583 -3.148155 0.14 0.14 0.06 -0.02
C 5.313367 -0.111147 -3.286596 -0.14 -0.09 -0.01 -0.03
C 5.652138 0.932441 -2.444559 -0.02 0.01 0.02 -0.02
C 4.762920 1.377003 -1.471846 -0.04 0.05 0.02 -0.05
C 3.516520 0.785016 -1.317923 -0.01 0.06 -0.04 -0.32
P 2.328347 1.453404 -0.081349 0.03 -0.34 -0.11 1.05
C 1.675255 2.946939 -0.884307 0.01 -0.04 -0.05 -0.35
C 0.844728 3.804459 -0.158602 -0.02 0.00 0.19 -0.12
C 0.291627 4.919651 -0.763541 -0.02 0.03 -0.04 -0.06
C 0.544016 5.185327 -2.102751 -0.02 0.00 0.02 -0.05
C 1.355123 4.332788 -2.833124 -0.01 -0.02 0.04 -0.05
C 1.920438 3.219005 -2.229262 -0.05 0.00 0.04 -0.06
C 3.436537 1.953547 1.256257 -0.03 0.16 0.08 -0.41
C 4.084760 0.937592 1.960370 -0.02 -0.14 -0.01 -0.11
C 4.956083 1.250005 2.989331 0.01 0.02 0.03 -0.07
C 5.168139 2.578524 3.340340 -0.02 0.00 -0.02 -0.06
C 4.519136 3.590777 2.650018 0.01 -0.05 0.00 -0.05
C 3.660265 3.282741 1.603376 0.00 -0.02 0.00 -0.07
H 3.791581 -1.560476 -3.784359 -0.02 -0.06 -0.05 0.12
H 6.004040 -0.444973 -4.046825 0.01 -0.02 -0.03 0.12
H 6.613539 1.415112 -2.543706 0.05 0.03 -0.01 0.12
H 5.045611 2.202518 -0.830985 -0.01 0.01 0.01 0.12
H 0.648834 3.624056 0.894908 0.05 0.02 -0.17 0.04
H -0.334399 5.585418 -0.185740 -0.02 0.03 0.01 0.11
H 0.110915 6.056301 -2.572981 -0.02 0.04 -0.02 0.12
H 1.554537 4.532305 -3.875943 0.01 0.01 -0.04 0.12
H 2.548179 2.570290 -2.820148 0.07 -0.07 -0.03 0.11
H 3.920897 -0.105417 1.696530 -0.02 0.09 -0.01 0.10
H 5.471049 0.461169 3.519996 0.01 -0.02 0.02 0.11
H 5.843744 2.823748 4.147145 0.03 0.00 0.03 0.12
H 4.688869 4.624202 2.913569 0.02 0.06 0.03 0.12
H 3.176061 4.081071 1.057957 -0.02 0.01 -0.02 0.11
C -2.787317 -1.256367 2.243222 -0.01 -0.06 0.04 -0.32
Se -2.331582 0.178478 1.018704 -0.03 0.06 -0.34 0.97
C -2.436676 1.694925 2.229247 -0.09 0.10 0.12 -0.52
C -1.472655 1.634199 3.396221 -0.12 0.01 0.06 -0.51
Se 0.347922 1.620553 2.719113 0.04 -0.08 -0.09 0.91
C 1.278642 1.251737 4.377432 -0.04 0.03 0.06 -0.34
H -3.793524 -1.070827 2.614446 0.07 -0.01 0.01 0.05
H -2.065220 -1.326387 3.053373 -0.04 0.01 -0.01 0.02
H -2.775622 -2.177815 1.664388 -0.03 0.04 0.02 0.02
H -3.471972 1.747750 2.572844 0.09 -0.02 -0.01 0.09
H -2.256152 2.568335 1.597495 0.00 -0.05 0.05 0.07
H -1.633428 0.752970 4.018927 0.02 0.03 -0.05 0.07
H -1.595242 2.521102 4.020604 0.03 -0.05 -0.03 0.09
H 1.019072 2.030695 5.091130 0.02 -0.03 -0.02 0.05
H 2.341241 1.292102 4.158005 0.05 0.01 -0.03 0.01
H 1.010536 0.266988 4.748018 -0.02 0.00 0.01 0.01
S -2.578631 -2.946288 -2.626680 0.06 0.06 0.05 1.18
C -1.729729 -1.735856 -1.800152 0.06 0.09 0.05 -0.47
N -1.149041 -2.066238 -0.672399 -0.06 -0.14 -0.10 -0.09
C -1.400049 -3.416513 -0.391247 -0.03 0.03 -0.05 -0.30
C -1.002668 -4.123842 0.745242 0.02 -0.01 0.01 -0.04
C -1.350853 -5.452508 0.846958 -0.03 -0.05 -0.02 -0.05
C -2.088835 -6.095458 -0.157670 0.03 0.08 0.02 -0.05
C -2.506384 -5.406338 -1.273935 0.03 0.03 0.05 -0.06
C -2.159451 -4.059080 -1.373794 -0.03 -0.15 0.05 -0.44
H -1.657870 -0.742216 -2.217172 -0.01 0.00 -0.01 0.09
H -0.461086 -3.629525 1.540140 0.00 0.01 -0.05 0.06
H -1.060060 -6.012899 1.724914 0.01 -0.01 0.01 0.11
H -2.344790 -7.138301 -0.047733 -0.01 -0.06 0.01 0.12
H -3.088825 -5.890423 -2.044565 -0.02 -0.01 -0.02 0.12
N 2.255503 -3.735419 3.692014 -0.07 -0.02 -0.11 0.13
C 2.027144 -3.115479 2.535078 0.00 -0.07 0.20 -0.81
N 2.564812 -3.603853 1.430927 -0.03 0.14 -0.09 0.16
S 1.050825 -1.688193 2.601111 0.11 0.05 -0.32 0.67
H 2.816998 -4.570296 3.753031 0.02 0.02 0.02 0.13
H 1.827879 -3.385403 4.532920 0.01 -0.01 -0.02 0.11
H 3.138972 -4.432800 1.447191 -0.01 0.01 0.01 0.14
H 2.447914 -3.111812 0.552297 -0.04 -0.07 0.07 0.07
```
Forces are in eV/Å.

The charge is +2. For the HOMO-LUMO gap, the calculation gives 8.127 eV. Its electronic energy is -235438.703 eV. The multiplicity is 1.

***

(3)
Here is a structure of composition C42H36FN4O8PtSb at a distorted geometry from OMol25. Energies are from wB97M-V/def2-TZVPD.

XYZ file:
```
93
Properties=species:S:1:pos:R:3:forces:R:3:lowdin_charge:R:1
Pt 0.036584 0.595280 0.117715 0.62 -0.87 -0.15 1.31
O -1.621603 5.294223 3.244051 0.02 -0.01 -0.01 0.13
C -1.150677 4.264783 2.539772 0.02 -0.05 -0.04 -0.25
C -0.214510 3.355767 3.065957 0.01 0.04 -0.03 0.10
C 0.209198 2.332376 2.255840 0.19 -0.06 0.05 -0.13
N -0.258206 2.263817 1.013504 -0.15 -0.23 -0.05 -0.06
C -1.187359 3.061229 0.490342 0.02 0.02 -0.12 -0.13
C -1.659756 4.107961 1.238071 0.06 0.05 -0.01 0.12
C -1.622865 2.613944 -0.912571 0.06 -0.06 -0.06 -0.54
O -2.286696 3.328656 -1.606490 -0.05 0.03 0.06 0.14
O -1.196878 1.401384 -1.261286 -0.08 0.08 0.27 -0.18
C 1.152565 1.172558 2.618208 0.04 0.04 -0.22 -0.52
O 1.649406 1.098061 3.707673 -0.01 0.05 0.00 0.13
O 1.360695 0.297279 1.633429 -0.41 0.22 0.42 -0.23
H -1.213596 5.344237 4.117539 -0.01 0.01 0.01 0.13
H 0.165692 3.426215 4.077154 -0.02 0.03 0.01 0.14
H -2.404175 4.780723 0.835801 0.00 0.02 0.04 0.15
F -2.184505 -2.345770 6.293046 -0.01 -0.03 0.01 0.07
C -2.058145 -3.003076 5.121169 -0.03 -0.01 0.03 -0.18
C -1.714074 -2.278999 4.017849 -0.01 -0.02 0.00 0.10
C -1.590000 -2.890522 2.771609 -0.02 0.02 0.02 -0.04
C -1.210738 -2.043654 1.623424 0.01 -0.09 -0.11 -0.29
O -1.270735 -0.818648 1.745790 0.01 0.13 -0.21 -0.01
C -0.822634 -2.799669 0.448506 -0.04 -0.19 0.04 0.00
C -1.142769 -4.132638 0.417158 -0.04 0.01 0.04 0.04
N -1.677761 -4.863492 1.410187 -0.04 0.03 -0.03 0.04
C -2.160549 -6.187711 1.013275 0.06 0.03 0.05 -0.21
C -1.929024 -7.462057 1.760460 -0.01 -0.04 -0.04 -0.07
C -3.324626 -6.887433 1.632245 0.00 0.00 0.02 -0.07
C -1.822193 -4.265055 2.667236 0.03 -0.03 -0.03 -0.09
C -2.139762 -4.992329 3.819261 0.00 0.03 -0.02 0.05
C -2.284580 -4.388227 5.061034 0.07 0.03 0.01 -0.12
N -2.592747 -5.182729 6.186589 -0.01 -0.05 0.02 -0.08
C -3.575086 -6.247623 6.061422 -0.05 0.02 -0.03 -0.13
C -3.046626 -7.483769 6.785074 0.00 -0.02 0.03 -0.06
N -2.278716 -7.029622 8.010533 -0.01 0.00 -0.03 0.07
C -2.846108 -5.747029 8.546054 0.04 -0.04 0.03 -0.08
C -2.554204 -4.632394 7.543404 0.04 0.03 -0.03 -0.13
C -0.133355 -2.366177 -0.804672 0.29 0.60 0.03 -0.48
O -0.055541 -3.059939 -1.780530 -0.06 -0.21 0.08 0.12
O 0.515025 -1.172473 -0.799861 -0.58 -0.38 0.26 -0.37
H -1.545858 -1.214245 4.103958 -0.01 0.00 0.00 0.14
H -0.960600 -4.666662 -0.505438 -0.01 0.03 -0.02 0.15
H -2.097300 -6.265274 -0.060832 0.00 -0.02 0.00 0.15
H -1.419973 -7.436384 2.712200 -0.01 0.02 0.01 0.09
H -1.683673 -8.328480 1.163138 0.01 0.00 0.00 0.11
H -3.792143 -6.443496 2.497541 -0.01 -0.01 0.00 0.09
H -4.018924 -7.369194 0.959435 0.01 0.00 -0.01 0.11
H -2.235630 -6.060905 3.762614 0.01 0.00 0.02 0.08
H -3.748888 -6.509157 5.022407 0.01 0.03 0.00 0.12
H -4.546239 -5.940752 6.466246 0.00 -0.01 0.01 0.14
H -2.348862 -8.049476 6.171653 -0.01 0.00 -0.01 0.14
H -3.846070 -8.142006 7.120044 -0.01 0.02 0.01 0.14
H -1.303178 -6.873711 7.751951 -0.01 0.01 -0.01 0.19
H -2.287947 -7.758639 8.723945 0.01 0.00 0.00 0.19
H -2.392773 -5.535213 9.511379 0.01 -0.01 0.00 0.14
H -3.908816 -5.925991 8.694092 -0.01 0.03 0.01 0.14
H -1.560278 -4.227410 7.731102 -0.01 0.05 -0.01 0.14
H -3.275732 -3.831394 7.718639 -0.04 -0.01 -0.02 0.14
C 6.097349 -2.153110 0.192842 -0.01 0.00 -0.01 -0.06
C 5.311347 -1.538074 1.159478 0.01 -0.02 0.02 -0.06
C 4.144768 -0.879648 0.802573 0.03 0.09 0.02 -0.10
C 3.789010 -0.840898 -0.541773 -0.34 -0.35 -0.06 -0.32
C 4.554256 -1.473965 -1.518300 0.07 0.02 0.02 -0.10
C 5.721937 -2.123505 -1.142200 -0.02 -0.01 0.01 -0.06
Sb 2.174212 0.252304 -1.283653 0.44 1.26 -0.14 1.74
C 2.790596 2.272885 -1.072860 -0.04 -0.20 -0.14 -0.35
C 2.027570 3.249674 -1.709748 -0.07 0.02 0.02 -0.13
C 2.414547 4.577576 -1.630407 -0.01 0.02 0.02 -0.06
C 3.555064 4.927095 -0.914411 -0.02 -0.02 -0.01 -0.06
C 4.307371 3.952289 -0.276725 -0.01 -0.01 0.01 -0.06
C 3.926856 2.617016 -0.353049 0.05 0.00 0.05 -0.10
C 1.873193 0.040078 -3.331883 0.00 -0.06 0.11 -0.33
C 2.758132 0.750330 -4.141910 -0.09 -0.01 -0.08 -0.12
C 2.629918 0.644368 -5.518507 0.03 0.03 0.00 -0.06
C 1.625592 -0.143995 -6.064502 -0.01 -0.01 -0.01 -0.05
C 0.748110 -0.840365 -5.244900 0.05 0.03 0.02 -0.05
C 0.870891 -0.757995 -3.865178 -0.08 -0.04 0.01 -0.08
H 7.006647 -2.662230 0.483101 0.01 0.01 0.00 0.11
H 5.607383 -1.568116 2.199602 0.00 -0.01 0.00 0.11
H 3.527114 -0.406079 1.553962 0.03 -0.03 -0.02 0.09
H 4.260517 -1.460399 -2.561817 -0.01 0.00 0.00 0.10
H 6.330728 -2.608925 -1.892802 0.00 0.00 0.00 0.12
H 1.134247 2.984156 -2.268133 0.03 -0.01 -0.02 0.11
H 1.829178 5.338301 -2.129851 0.01 0.01 0.00 0.12
H 3.857956 5.964177 -0.858838 0.00 0.00 0.00 0.11
H 5.196256 4.225385 0.276171 0.00 0.00 0.00 0.11
H 4.522992 1.862025 0.145651 0.00 -0.02 -0.03 0.10
H 3.527854 1.386414 -3.720370 0.00 0.01 0.02 0.11
H 3.309134 1.185745 -6.163112 0.00 0.00 0.00 0.12
H 1.525870 -0.212773 -7.139574 0.00 0.00 0.00 0.12
H -0.032544 -1.450471 -5.677966 -0.01 0.00 0.00 0.12
H 0.200566 -1.311740 -3.220660 0.08 0.05 -0.12 0.08
```
Forces are in eV/Å.

As for the energy above the lowest of the compared OMol25 structures with the same formula, charge and spin: 38.45 kJ/mol. The charge is +2. For the HOMO-LUMO gap, the calculation gives 7.752 eV. Its electronic energy is -78965.698 eV. The multiplicity is 1.